# 1
Here is a molecular structure, C28H77B2Mn2O15 in a non-equilibrium geometry from OMol25. Energies are from wB97M-V/def2-TZVPD.

Properties
- spin multiplicity = 11
- relative energy (zero: lowest compared OMol25 entry of this formula, charge and spin) (kcal/mol) = 0.0
- lowest unoccupied orbital energy (spin up / spin down) (eV) = 2.1 / 2.1
- charge = -1
- orbital gap (spin up / spin down) (Eh) = 0.21760 / 0.22425

Positions of all 124 atoms, in Å:
Mn 2.41 -1.87 -0.47
Mn 1.40 -1.03 -3.54
C -1.07 0.02 0.01
C -0.65 -0.93 -1.09
O 0.69 -0.96 -1.46
H -0.58 0.99 -0.05
H -0.83 -0.46 0.97
H -2.15 0.15 0.02
H -1.28 -0.74 -1.98
H -0.99 -1.95 -0.87
O 3.08 -2.01 -2.59
C 3.35 -3.39 -2.77
C 3.72 -4.25 -1.52
O 3.14 -3.88 -0.30
H 4.10 -3.53 -3.57
H 2.47 -3.85 -3.25
H 4.82 -4.21 -1.44
H 3.48 -5.31 -1.69
B 1.61 -2.42 1.76
H 2.68 -2.13 1.49
H 1.64 -3.36 2.44
H 1.13 -1.53 2.34
H 1.08 -2.61 0.77
B 1.74 1.03 -4.13
H 2.39 0.41 -4.87
H 1.90 2.17 -4.27
H 0.65 0.77 -4.28
H 2.07 0.73 -3.09
C -0.91 -0.15 3.81
O -1.97 -0.67 4.56
C -1.58 -1.16 5.82
C -2.56 -2.09 6.50
O -2.78 -3.22 5.67
C -3.73 -4.11 6.22
H -0.32 0.53 4.43
H -1.28 0.32 2.90
H -0.27 -0.93 3.37
H -1.45 -0.28 6.46
H -0.61 -1.67 5.77
H -3.50 -1.59 6.73
H -2.03 -2.41 7.40
H -3.32 -4.79 6.96
H -4.09 -4.70 5.37
H -4.60 -3.55 6.58
C 2.17 3.59 3.03
O 1.28 3.81 1.96
C -0.01 3.28 2.21
C -0.84 4.20 3.10
O -1.19 5.39 2.42
C -0.27 6.46 2.56
H 2.97 4.32 2.99
H 2.54 2.56 3.01
H 1.70 3.74 4.01
H 0.07 2.31 2.72
H -0.62 3.10 1.33
H -0.48 4.41 4.11
H -1.81 3.74 3.33
H -0.34 6.89 3.57
H -0.53 7.23 1.84
H 0.76 6.18 2.34
C -1.67 -1.24 -4.79
O -0.43 -1.79 -4.39
C -0.21 -3.10 -4.92
C 0.90 -2.85 -5.97
O 1.92 -2.05 -5.40
C 3.18 -2.19 -6.06
H -2.52 -1.85 -4.49
H -1.71 -1.15 -5.88
H -1.78 -0.23 -4.41
H -1.05 -3.66 -5.32
H 0.21 -3.75 -4.15
H 0.38 -2.28 -6.76
H 1.30 -3.72 -6.50
H 3.53 -3.20 -5.86
H 3.87 -1.48 -5.60
H 3.09 -1.97 -7.13
C 2.43 1.01 0.32
O 3.32 0.07 -0.21
C 4.59 0.59 -0.54
C 5.55 -0.48 -1.00
O 5.60 -1.60 -0.15
C 6.71 -2.42 -0.47
H 1.56 0.50 0.73
H 2.09 1.77 -0.40
H 2.82 1.55 1.19
H 5.03 1.05 0.35
H 4.43 1.35 -1.31
H 6.54 -0.05 -1.19
H 5.20 -0.83 -1.98
H 6.67 -2.71 -1.52
H 6.59 -3.37 0.06
H 7.62 -1.96 -0.08
C -5.40 -3.94 -0.28
O -5.09 -3.23 0.90
C -4.02 -2.30 0.71
C -3.86 -1.53 2.00
O -5.07 -0.87 2.27
C -5.01 -0.13 3.46
H -4.52 -4.54 -0.54
H -5.62 -3.26 -1.11
H -6.31 -4.51 -0.09
H -4.29 -1.71 -0.18
H -3.11 -2.84 0.42
H -3.05 -0.82 1.83
H -3.61 -2.24 2.79
H -4.65 -0.67 4.33
H -5.94 0.39 3.69
H -4.33 0.72 3.33
C -1.93 2.76 -2.71
O -1.86 4.07 -2.20
C -0.53 4.33 -1.77
C -0.57 5.60 -0.90
O -1.31 6.70 -1.37
C -2.63 6.73 -0.91
H -2.03 2.04 -1.90
H -1.17 2.48 -3.45
H -2.81 2.62 -3.36
H 0.13 4.54 -2.61
H -0.16 3.51 -1.15
H 0.46 5.95 -0.76
H -0.71 5.33 0.15
H -3.23 5.83 -1.08
H -3.11 7.56 -1.43
H -2.78 6.92 0.16

# 2
Here is a molecular structure, C29H18F5N2O3S4W from OMol25. Energies are from wB97M-V/def2-TZVPD.

Properties
- relative energy (zero: lowest compared OMol25 entry of this formula, charge and spin) (kcal/mol) = 15.8
- lowest unoccupied orbital energy (eV) = -5.3
- charge = +1
- orbital gap (Eh) = 0.22179

Positions of all 62 atoms, in Å:
W -0.49 0.07 -0.69
C -1.33 -0.03 3.84
C -1.29 0.46 2.43
N -0.71 -0.25 1.49
N -0.13 -1.43 1.92
C 0.94 -1.75 1.30
S 1.62 -0.65 0.07
S 1.83 -3.19 1.55
C 0.83 -4.07 2.81
C -0.19 -5.00 2.23
C -1.38 -4.52 1.68
C -2.32 -5.40 1.15
C -2.08 -6.77 1.16
C -0.90 -7.25 1.70
C 0.04 -6.38 2.23
C -1.89 1.74 2.13
C -2.33 2.59 3.16
C -2.91 3.81 2.88
C -3.08 4.21 1.55
C -2.68 3.39 0.52
C -2.08 2.18 0.81
O -1.72 1.39 -0.21
H -0.93 -1.03 3.93
H -2.36 -0.01 4.20
H -0.75 0.64 4.48
H 0.39 -3.32 3.46
H 1.57 -4.62 3.39
H -1.58 -3.46 1.69
H -3.25 -5.01 0.75
H -2.81 -7.45 0.75
H -0.70 -8.32 1.72
H 0.96 -6.76 2.66
H -2.21 2.29 4.19
H -3.23 4.45 3.68
H -3.54 5.17 1.34
H -2.81 3.67 -0.52
O -3.04 -1.80 0.16
C -2.31 -2.01 -0.77
O -0.96 -1.79 -0.68
C -2.64 -2.42 -2.15
C -3.39 -3.54 -2.43
C -3.62 -3.91 -3.75
C -3.09 -3.14 -4.78
C -2.36 -2.00 -4.50
C -2.12 -1.63 -3.18
S -1.28 -0.10 -2.90
H -3.79 -4.13 -1.62
H -4.20 -4.79 -3.97
H -3.27 -3.42 -5.81
H -1.97 -1.38 -5.31
F 4.36 0.93 -6.22
C 3.56 1.07 -5.18
C 3.06 -0.04 -4.53
F 3.39 -1.26 -4.94
C 2.21 0.11 -3.45
F 1.77 -1.00 -2.86
C 1.84 1.37 -3.00
S 0.76 1.77 -1.67
C 2.36 2.48 -3.67
F 2.03 3.70 -3.27
C 3.21 2.34 -4.75
F 3.68 3.41 -5.37

# 3
Here is a gas-phase ion, C3H5N2O2S (charge +1) in a non-equilibrium geometry from OMol25. Energies are from wB97M-V/def2-TZVPD.

Properties
- relative energy (zero: lowest compared OMol25 entry of this formula, charge and spin) (kcal/mol) = 63.5
- lowest unoccupied orbital energy (eV) = -6.9
- charge = +1
- orbital gap (Eh) = 0.24445

Positions of all 13 atoms, in Å:
C -1.37 -0.01 0.01
C 1.83 1.46 0.07
C 0.81 -0.99 -0.01
N -0.58 -1.05 -0.36
N -2.66 0.07 -0.55
O -3.63 0.03 0.14
O -0.88 0.96 0.59
S 1.67 0.22 -0.99
H 1.18 1.40 0.93
H 2.16 2.40 -0.26
H 0.99 -0.72 1.04
H 1.46 -1.89 -0.08
H -0.96 -1.87 -0.54

# 4
Here is a molecular structure, C13H22ClI2NOOsP in a non-equilibrium geometry from OMol25. Energies are from wB97M-V/def2-TZVPD.

Properties
- spin multiplicity = 5
- relative energy (zero: lowest compared OMol25 entry of this formula, charge and spin) (kcal/mol) = 34.3
- lowest unoccupied orbital energy (spin up / spin down) (eV) = -11.2 / -14.1
- charge = +3
- orbital gap (spin up / spin down) (Eh) = 0.29985 / 0.18253

Positions of all 42 atoms, in Å:
I -0.15 3.36 -1.53
I 3.40 1.07 1.16
Os 1.34 0.96 -0.40
P 2.40 -1.20 -0.63
C 3.90 -1.09 -1.70
C 3.10 -2.21 0.75
H 0.41 -2.51 -1.06
H 1.89 -3.48 -1.32
H 1.38 -2.29 -2.55
C 1.42 -2.50 -1.47
H 2.27 -2.62 1.34
H 3.70 -3.03 0.31
H 4.42 -2.05 -1.68
H 4.57 -0.31 -1.31
H 3.73 -1.60 1.40
H 3.61 -0.83 -2.72
C 1.84 1.12 -2.17
O 2.14 1.21 -3.30
Cl 0.42 -0.92 1.72
C -1.18 1.67 3.49
N -1.68 0.98 2.27
C -3.13 0.71 2.37
C -1.25 1.74 1.01
C -1.61 0.96 -0.21
C -2.91 0.96 -0.70
C -3.22 0.23 -1.85
C -2.22 -0.44 -2.54
C -0.88 -0.31 -2.14
C -0.57 0.36 -0.97
H -1.59 2.69 3.51
H -0.09 1.69 3.47
H -1.53 1.12 4.37
H -1.14 0.06 2.19
H -3.68 1.65 2.27
H -3.44 -0.01 1.61
H -3.31 0.28 3.36
H -1.74 2.72 1.06
H -0.15 1.87 1.12
H -3.67 1.55 -0.18
H -4.26 0.20 -2.19
H -2.45 -1.04 -3.42
H -0.08 -0.73 -2.76

# 5
Here is 2 unconnected molecules or ions with the total composition H2NO3S2 in a non-equilibrium geometry from OMol25. Energies are from wB97M-V/def2-TZVPD.

Properties
- relative energy (zero: lowest compared OMol25 entry of this formula, charge and spin) (kcal/mol) = 112.5
- lowest unoccupied orbital energy (spin up / spin down) (eV) = 0.9 / 0.9
- charge = -1
- orbital gap (spin up / spin down) (Eh) = 0.17873 / 0.17871

Positions of all 8 atoms, in Å:
N -0.39 0.55 -0.28
O 1.45 -1.59 0.58
O 0.43 -2.06 -1.57
O 1.75 -0.05 -1.26
S 3.24 -2.01 -1.71
S 1.47 -1.43 -0.82
H -0.11 0.92 0.59
H -0.10 -0.38 -0.49

# 6
Here is 5 unconnected molecules or ions with the total composition C30H27Cl2N4O18S in a non-equilibrium geometry from OMol25. Energies are from wB97M-V/def2-TZVPD.

Properties
- lowest unoccupied orbital energy (eV) = -4.0
- charge = +1
- orbital gap (Eh) = 0.25346

Positions of all 82 atoms, in Å:
C 1.50 1.72 6.59
C 1.08 0.92 5.27
Cl 0.00 -0.50 5.75
C 0.22 1.80 4.24
Cl 0.95 3.49 3.99
N -0.03 1.12 2.93
C 0.93 0.77 2.08
N 0.88 0.12 0.79
C 2.24 -0.03 0.31
N 3.08 0.55 1.32
S 4.79 0.78 1.44
C 5.79 -0.31 0.33
O 5.17 0.42 2.87
O 5.06 2.24 1.29
N 2.32 1.01 2.33
H 1.06 2.76 6.67
H 1.21 1.16 7.54
H 2.64 1.77 6.61
H 2.03 0.48 4.83
H -0.80 1.96 4.74
H -1.02 0.95 2.69
H 2.60 -0.49 -0.65
H 6.02 0.27 -0.63
H 6.80 -0.45 0.86
H 5.30 -1.32 0.17
H 2.81 1.47 3.11
C 1.94 4.57 9.70
C 1.91 5.26 10.85
C 2.57 6.59 10.98
O 2.50 7.19 12.04
C 3.29 7.12 9.82
C 3.32 6.43 8.67
C 2.64 5.11 8.54
O 2.68 4.52 7.47
O 3.99 6.91 7.59
O 1.27 4.77 11.94
H 1.47 3.61 9.59
H 3.77 8.08 9.93
H 3.87 6.23 6.89
H 1.38 5.45 12.64
C -1.27 -2.98 -4.03
C 0.01 -3.09 -3.70
C 0.60 -2.28 -2.59
O 1.77 -2.42 -2.29
C -0.28 -1.34 -1.90
C -1.56 -1.22 -2.23
C -2.16 -2.05 -3.32
O -3.34 -1.94 -3.60
O -2.38 -0.34 -1.60
O 0.84 -3.95 -4.35
H -1.71 -3.57 -4.83
H 0.16 -0.74 -1.11
H -3.26 -0.45 -2.02
H 1.71 -3.85 -3.92
C -0.74 0.20 -8.49
C -1.08 0.05 -7.21
C -0.05 -0.04 -6.13
O -0.40 -0.16 -4.97
C 1.36 0.01 -6.52
C 1.70 0.16 -7.81
C 0.68 0.28 -8.88
O 1.03 0.43 -10.03
O 3.01 0.20 -8.19
O -2.38 -0.02 -6.83
H -1.47 0.28 -9.28
H 2.10 -0.08 -5.74
H 2.99 0.31 -9.16
H -2.37 -0.13 -5.86
C -7.20 -4.80 -5.99
C -6.10 -4.26 -5.47
C -5.43 -4.85 -4.28
O -4.41 -4.34 -3.85
C -6.04 -6.03 -3.66
C -7.15 -6.57 -4.18
C -7.80 -5.99 -5.39
O -8.81 -6.52 -5.84
O -7.74 -7.66 -3.62
O -5.53 -3.15 -6.01
H -7.69 -4.38 -6.86
H -5.56 -6.44 -2.78
H -8.52 -7.85 -4.17
H -4.74 -2.97 -5.46

| no. | E (eV) |
| --- | --- |
| 1 | -124982.59462 |
| 2 | -98236.43568 |
| 3 | -21090.63715 |
| 4 | -57824.01502 |
| 5 | -29332.01997 |
| 6 | -110230.93658 |